Record 1
A structure of composition C23H48GdNOP3S in a non-equilibrium geometry. Source: the Open Molecules 2025 dataset; level of theory: ωB97M-V with the def2-TZVPD basis set.

Element x y z (Å)
Gd  0.1000  0.1096  -0.5709
P  -1.9583  1.9305  0.0836
P  -2.0809  -1.9084  1.1437
P  2.0261  1.7988  -1.4587
H  -0.8544  -5.5521  -1.9877
C  -0.5400  -4.5535  -2.0705
C  0.4893  -4.0707  -1.4121
H  0.7043  -4.3491  -0.3925
C  -2.9598  2.1423  -1.4664
C  -3.2950  1.9964  1.3590
C  -1.2294  3.6342  0.2661
C  -2.2543  -3.6592  1.7035
C  -2.7771  -1.1880  2.6883
C  -3.6072  -1.7643  0.1012
C  3.6180  1.0149  -1.8802
C  2.4015  2.9813  -0.1284
C  1.4270  2.8586  -2.8174
H  -1.2730  -3.8778  -2.5240
H  1.2835  -3.4044  -1.7372
H  -3.6974  2.9627  -1.4000
H  -3.4966  1.2030  -1.6777
H  -2.2916  2.3362  -2.3214
H  -3.9372  2.8898  1.2530
H  -2.8350  2.0153  2.3633
H  -3.9310  1.1012  1.2634
H  -2.0126  4.3704  0.5274
H  -0.7203  3.9434  -0.6654
H  -0.4914  3.5918  1.0850
H  -3.3199  -3.8996  1.6933
H  -1.9054  -3.7975  2.7309
H  -1.7255  -4.3798  1.0759
H  -3.6160  -1.7932  3.0371
H  -3.1247  -0.1694  2.5252
H  -2.0151  -1.1857  3.4725
H  -4.3885  -2.4699  0.4290
H  -3.3727  -1.9637  -0.9563
H  -4.0192  -0.7468  0.1706
H  4.0204  1.5571  -2.7418
H  3.5200  -0.0407  -2.1630
H  4.2696  1.0767  -0.9956
H  2.9681  3.8324  -0.4961
H  2.9740  2.4876  0.6644
H  1.4972  3.3476  0.3710
H  2.3295  3.1682  -3.3535
H  0.9428  3.7138  -2.3199
H  0.7664  2.3681  -3.5478
C  1.2273  -1.2794  -4.6919
C  0.6777  -0.5258  -5.7625
C  0.7731  -1.0405  -7.0687
C  1.3552  -2.2784  -7.3387
C  2.0202  -2.9246  -6.2936
C  1.9787  -2.4401  -4.9834
S  1.0334  -0.7561  -2.8990
H  0.0179  0.3456  -2.7105
H  0.2536  0.4753  -5.5705
H  0.3717  -0.4407  -7.8795
H  1.4085  -2.6403  -8.3691
H  2.5925  -3.8122  -6.5284
H  2.5718  -2.9060  -4.1994
O  0.6032  0.2053  1.5485
C  0.7264  0.2554  2.8390
C  1.9106  -0.4411  3.4506
C  2.7820  0.4298  4.3893
C  2.1007  0.9164  5.6918
C  0.7032  1.5025  5.6310
C  -0.3970  0.6281  4.9982
N  -0.3182  0.6803  3.5561
H  1.5834  -1.3316  4.0289
H  2.5564  -0.7705  2.6086
H  3.6093  -0.2077  4.7263
H  3.2539  1.2698  3.8395
H  2.1207  0.0982  6.4290
H  2.7347  1.7121  6.0991
H  0.4238  1.7634  6.6697
H  0.7211  2.4538  5.0887
H  -0.4302  -0.3853  5.4415
H  -1.3549  1.0623  5.2896
H  -1.2187  0.7240  3.0467

## Properties
Net charge ... +3
HOMO energy (alpha / beta) ... -15.92 / -15.92 eV
⟨S²⟩ ... 16.08
Multiplicity ... 8
Gap between HOMO and LUMO (alpha / beta) ... 6.09 / 4.47 eV
Energy above the lowest of the compared OMol25 structures with the same formula, charge and spin ... 67.9 kcal per mole

=====

Record 2
A structure of composition C14H27O5Y in a non-equilibrium geometry. Source: the Open Molecules 2025 dataset; level of theory: ωB97M-V with the def2-TZVPD basis set.

Element x y z (Å)
Y  8.5456  -21.2140  -10.5875
C  9.0047  -22.6508  -6.1024
C  7.9362  -22.4332  -7.0587
O  8.4162  -22.1102  -8.3652
H  9.6432  -21.8251  -5.7881
H  9.7313  -23.3447  -6.5252
H  8.5865  -23.1721  -5.2413
H  7.2485  -21.6945  -6.6469
H  7.3451  -23.3480  -7.0164
C  3.8790  -23.8875  -5.6561
C  3.9058  -22.5632  -6.4066
C  2.4366  -22.1736  -6.3063
O  1.9386  -22.6671  -5.0791
C  2.9044  -23.6035  -4.5251
H  4.7885  -24.3728  -5.3020
H  3.4771  -24.6632  -6.3079
H  4.1297  -22.8040  -7.4459
H  4.7554  -21.9419  -6.1234
H  1.8816  -22.7661  -7.0336
H  2.4192  -21.0861  -6.3789
H  2.6157  -24.5731  -4.1193
H  3.3321  -23.0951  -3.6610
C  7.1121  -19.9248  -2.6566
C  7.9169  -20.2733  -3.7990
C  9.3177  -19.6755  -3.4134
O  9.0959  -19.0081  -2.2545
C  8.0190  -19.5727  -1.5351
H  6.4224  -20.7278  -2.3970
H  6.5840  -19.0522  -3.0410
H  7.4758  -19.8522  -4.7024
H  8.0890  -21.3396  -3.9455
H  9.7611  -18.9692  -4.1153
H  10.1108  -20.4027  -3.2392
H  7.6609  -18.7683  -0.8926
H  8.0599  -20.3056  -0.7293
O  12.5422  -22.6639  -7.5375
C  12.5371  -23.7181  -8.2227
O  13.3969  -23.9444  -9.2151
C  13.3185  -25.1799  -9.7697
C  11.8658  -25.5859  -9.3390
C  11.4054  -24.7914  -8.2179
H  14.1255  -25.8393  -9.4504
H  13.5789  -25.0142  -10.8151
H  11.9412  -26.6067  -8.9645
H  11.2351  -25.6159  -10.2276
H  11.3453  -25.2487  -7.2303
H  10.4623  -24.3853  -8.5835

## Properties
Net charge ... +1
HOMO energy (alpha / beta) ... -11.17 / -11.17 eV
⟨S²⟩ ... 0.75
Multiplicity ... 2
Gap between HOMO and LUMO (alpha / beta) ... 5.43 / 5.02 eV

=====

Record 3
A cluster of 4 separate species, C24H27N4O7 in total in a non-equilibrium geometry. Source: the Open Molecules 2025 dataset; level of theory: ωB97M-V with the def2-TZVPD basis set.

Element x y z (Å)
C  -1.4889  -2.4076  5.2796
C  -1.2781  -1.8978  3.7020
O  -0.5871  -0.5948  3.8012
C  -1.3820  0.4969  3.2171
C  -2.5584  1.0767  4.2015
C  -1.7863  2.1956  5.1407
N  -0.5519  2.5153  4.6295
C  -0.3053  1.7717  3.3311
H  -1.0621  -1.5693  6.0122
H  -2.6422  -2.4603  5.4731
H  -0.9068  -3.4017  5.4842
H  -0.5419  -2.6292  3.1541
H  -2.3061  -1.8040  3.1338
H  -1.7176  0.4244  2.0973
H  -2.8515  0.1607  4.8793
H  -3.5831  1.3944  3.7009
H  -2.2535  2.6542  6.1335
H  0.1875  3.1943  4.9812
H  0.7312  1.2198  3.1998
H  -0.5050  2.5823  2.4985
C  2.7067  -0.0305  -1.4283
C  2.0660  -0.4662  -0.2674
C  0.6781  -0.3652  -0.1541
C  -0.0622  0.1719  -1.2163
C  0.5792  0.6172  -2.3798
C  1.9680  0.5137  -2.4803
N  -1.5240  0.2573  -1.1135
O  -2.0525  -0.1295  -0.0606
O  -2.1460  0.7070  -2.0866
H  3.7886  -0.1165  -1.5143
H  2.6488  -0.8879  0.5488
H  0.1937  -0.7093  0.7571
H  0.0174  1.0407  -3.2097
H  2.4749  0.8538  -3.3807
C  1.0280  -6.9794  -1.0695
C  1.1099  -5.6659  -1.5345
C  1.3260  -4.6181  -0.6374
C  1.4639  -4.8988  0.7290
C  1.3744  -6.2157  1.1995
C  1.1552  -7.2549  0.2931
N  1.7166  -3.8045  1.6740
O  1.7702  -2.6513  1.2212
O  1.8661  -4.0965  2.8691
H  0.8650  -7.7936  -1.7735
H  1.0082  -5.4590  -2.5977
H  1.3874  -3.6000  -1.0156
H  1.4746  -6.4472  2.2578
H  1.0872  -8.2809  0.6480
C  -1.5616  5.8500  -6.0512
C  -1.8102  5.7471  -4.6816
C  -0.8076  5.2973  -3.8203
C  0.4474  4.9561  -4.3431
C  0.6972  5.0512  -5.7186
C  -0.3142  5.4996  -6.5705
N  1.5135  4.5069  -3.4396
O  1.2475  4.4179  -2.2317
O  2.6191  4.2465  -3.9355
H  -2.3448  6.2066  -6.7182
H  -2.7855  6.0206  -4.2847
H  -1.0171  5.2227  -2.7555
H  1.6651  4.7850  -6.1384
H  -0.1291  5.5798  -7.6394

## Properties
Net charge ... +1
HOMO energy ... -11.65 eV
Multiplicity ... 1
Gap between HOMO and LUMO ... 7.09 eV

=====

Record 4
A structure of composition C25H50ClNP2SSi2Ti in a non-equilibrium geometry. Source: the Open Molecules 2025 dataset; level of theory: ωB97M-V with the def2-TZVPD basis set.

Element x y z (Å)
Ti  -0.1308  -0.0185  0.0454
C  -1.7060  1.6473  0.5230
C  -0.5934  1.7888  1.4109
C  0.5439  2.1596  0.5893
Si  -0.8680  1.6044  3.2593
C  0.1487  2.1625  -0.7739
C  -1.2668  1.7897  -0.8325
Si  -2.5064  1.6089  -2.2316
H  -2.7440  1.5225  0.8314
H  1.5360  2.4465  0.9768
H  0.7542  2.4384  -1.6340
Cl  2.0728  -1.9229  -0.6228
C  -4.2711  1.7465  -1.6351
C  -2.1203  2.9230  -3.4959
C  -2.6680  1.7321  3.7323
C  0.1432  2.9208  4.1138
H  -2.5415  3.8640  -3.1158
H  -2.5962  2.6880  -4.4596
H  -1.0424  3.0606  -3.6447
H  -4.5094  0.9694  -0.8991
H  -4.9601  1.6499  -2.4863
H  -4.4334  2.7310  -1.1732
H  -0.4134  3.8623  3.9976
H  1.1385  3.0442  3.6677
H  0.2447  2.6980  5.1872
H  -3.0601  2.7126  3.4278
H  -2.7745  1.6420  4.8226
H  -3.2646  0.9478  3.2527
C  -2.2266  -0.1516  -2.9220
C  -0.2492  -0.1551  3.6922
P  -0.4997  -0.7281  -2.7181
H  -2.5387  -0.1601  -3.9789
H  -2.8886  -0.8458  -2.3725
P  1.0737  -0.7133  2.5662
H  -1.1004  -0.8523  3.5930
H  0.0625  -0.1639  4.7505
C  1.6216  -2.3498  3.3129
C  2.5121  0.4327  3.1060
C  0.3857  0.4254  -3.9444
C  -0.4188  -2.3409  -3.6634
C  -0.3289  -3.5386  -2.7119
H  0.5022  -2.2847  -4.2755
C  -1.6200  -2.6217  -4.5916
H  -2.5384  -2.6871  -3.9861
H  -1.4634  -3.6083  -5.0659
H  -1.7692  -1.8839  -5.3945
H  0.4916  -3.4234  -1.9976
H  -0.1633  -4.4521  -3.3015
H  -1.2610  -3.6557  -2.1460
H  0.1596  1.4278  -3.5573
C  -0.1509  0.3175  -5.3729
C  1.9013  0.2071  -3.9525
H  -1.2118  0.5657  -5.4848
H  0.0258  -0.6803  -5.7932
H  0.4092  1.0297  -5.9933
H  2.4116  0.6719  -3.1090
H  2.3104  0.6579  -4.8634
H  2.1554  -0.8585  -3.9653
H  2.1245  1.4409  2.9093
C  3.7861  0.2193  2.2710
C  2.8363  0.3167  4.5988
H  1.9975  0.5680  5.2572
H  3.6452  1.0234  4.8306
H  3.2024  -0.6857  4.8565
H  3.7350  0.6861  1.2841
H  4.0094  -0.8474  2.1368
H  4.6339  0.6755  2.7974
C  1.2227  -3.5467  2.4332
C  1.1659  -2.6276  4.7493
H  2.7249  -2.2698  3.2994
H  0.0716  -2.7071  4.8148
H  1.5059  -1.8859  5.4792
H  1.5808  -3.5997  5.0540
H  0.1343  -3.7118  2.4217
H  1.7017  -4.4532  2.8357
H  1.5524  -3.4096  1.3946
C  2.2636  -0.1437  -0.6701
H  3.2459  0.2157  -0.9502
H  2.0020  0.2225  0.3448
H  1.5040  0.2331  -1.3848
S  -2.0743  -1.3183  0.5970
C  -1.7193  -2.9511  0.5228
N  -1.4824  -4.1059  0.4688

## Properties
Net charge ... 0
HOMO energy (alpha / beta) ... -5.74 / -5.74 eV
Multiplicity ... 1
Gap between HOMO and LUMO (alpha / beta) ... 6.04 / 6.04 eV
Energy above the lowest of the compared OMol25 structures with the same formula, charge and spin ... 0.0 kcal per mole

=====

Record 5
A cluster of 2 separate species, C2H6OS2 in total in a non-equilibrium geometry. Source: the Open Molecules 2025 dataset; level of theory: ωB97M-V with the def2-TZVPD basis set.

Element x y z (Å)
C  1.2346  -1.3293  1.2607
O  1.4887  -0.1759  0.8205
H  1.4510  -1.5674  2.2504
H  0.7877  -1.9682  0.4446
C  0.1215  1.4243  -1.1674
S  -0.8851  -0.1931  -1.0170
S  -2.0216  -0.1680  0.6952
H  0.0277  1.7887  -2.2745
H  1.1436  1.3449  -0.8916
H  -0.4933  2.2144  -0.7180
H  -2.8548  -1.3704  0.5971

## Properties
Net charge ... 0
HOMO energy ... -7.96 eV
SMILES string ... C=O.CSS
Multiplicity ... 1
Gap between HOMO and LUMO ... 8.37 eV
Energy above the lowest of the compared OMol25 structures with the same formula, charge and spin ... 41.9 kcal per mole

=====

Record 6
A structure of composition C20H41MoN2OP3 in a non-equilibrium geometry. Source: the Open Molecules 2025 dataset; level of theory: ωB97M-V with the def2-TZVPD basis set.

Element x y z (Å)
Mo  0.6760  -0.3676  0.3525
P  0.6151  -0.2056  -2.0271
P  -0.4199  1.8207  0.9739
P  -1.6413  -1.4089  0.3066
H  2.2502  -1.5838  2.2995
C  1.6386  -1.8548  1.4264
C  2.2918  -1.6013  0.0937
H  3.2889  -1.1650  0.1925
C  2.2183  0.2746  -2.7598
C  -0.5760  1.0236  -2.6632
C  0.1795  -1.7496  -2.9131
C  -0.9099  1.6409  2.7233
C  0.5053  3.3990  1.0215
C  -1.9308  2.5378  0.2122
C  -2.0269  -2.9208  -0.6535
C  -3.1977  -0.5281  -0.1497
C  -1.9907  -1.8746  2.0420
H  1.0826  -2.7770  1.6257
H  2.1889  -2.3554  -0.7005
H  3.0281  -0.3464  -2.3534
H  2.4468  1.3244  -2.5290
H  2.1734  0.1445  -3.8518
H  -0.3866  2.0077  -2.2189
H  -1.6030  0.7290  -2.4209
H  -0.4870  1.1103  -3.7551
H  0.7142  -2.6153  -2.4997
H  0.4459  -1.6537  -3.9749
H  -0.8947  -1.9490  -2.8394
H  -1.5933  2.4688  2.9571
H  -0.0204  1.7080  3.3623
H  -1.4105  0.6818  2.8985
H  -0.1621  4.1270  1.5063
H  0.7343  3.7332  0.0003
H  1.4296  3.3097  1.6047
H  -2.4437  3.1078  0.9994
H  -2.6143  1.7852  -0.1827
H  -1.6443  3.2206  -0.5986
H  -2.7945  -3.4948  -0.1129
H  -1.1509  -3.5622  -0.7923
H  -2.4318  -2.6376  -1.6353
H  -3.9873  -1.2854  -0.2560
H  -3.0874  -0.0185  -1.1150
H  -3.5058  0.1826  0.6261
H  -2.6089  -2.7846  2.0174
H  -2.5519  -1.0687  2.5394
H  -1.0603  -2.0714  2.5936
C  0.8704  -5.6828  -1.2693
C  0.7502  -4.9192  -0.0908
C  -0.1328  -5.3449  0.9049
C  -0.8206  -6.5596  0.7499
C  -0.7290  -7.2795  -0.4471
C  0.0672  -6.8080  -1.4933
O  1.8101  -5.3324  -2.2050
H  2.3770  -4.6703  -1.8049
H  1.4165  -4.0619  0.0451
H  -0.2666  -4.7170  1.7914
H  -1.4376  -6.9240  1.5730
H  -1.3232  -8.1834  -0.5911
H  0.1306  -7.3183  -2.4555
N  4.1604  0.7809  1.9482
C  4.4457  1.1707  0.6173
C  3.2457  1.4707  0.0464
N  2.2269  1.0188  0.9032
C  2.8174  0.7375  2.0881
H  4.8298  0.5455  2.6821
H  5.4409  1.2712  0.2168
H  3.0282  2.0690  -0.8224
H  2.3006  0.5904  3.0327

## Properties
Net charge ... +4
HOMO energy (alpha / beta) ... -21.07 / -21.10 eV
⟨S²⟩ ... 2.03
Multiplicity ... 3
Gap between HOMO and LUMO (alpha / beta) ... 6.63 / 6.40 eV
Energy above the lowest of the compared OMol25 structures with the same formula, charge and spin ... 0.0 kcal per mole

=====

- What is the net charge in the fifth record?
  0

=====

- The highest multiplicity belongs to which entry?
  C23H48GdNOP3S